Below is a structure of composition C39H32ClMnN2O8P2, with properties calculated with ωB97M-V with the def2-TZVPD basis set.

2S+1   6
Total charge   -1
ΔE to the lowest compared entry with this formula, charge and spin   34.0 kcal per mole
Highest occupied orbital energy (spin up / spin down)   -5.7 / -5.9 eV
Expectation value of S²   8.753

The geometry in XYZ format:
```
85
Properties=species:S:1:pos:R:3:forces:R:3
Mn -0.70611 -0.38733 2.28228 0.036 0.006 0.154
O -4.34149 1.44971 3.50239 0.012 -0.005 0.024
C -3.22372 0.97271 3.33938 -0.028 0.008 -0.062
O -2.80479 0.24345 2.38122 0.020 0.000 -0.034
C -2.14491 1.30623 4.37428 0.004 0.004 0.058
C -2.33886 2.05005 5.52735 0.006 -0.005 -0.013
C -1.23677 2.29784 6.33697 -0.008 0.006 0.013
C 0.01928 1.81860 5.98285 0.013 0.001 -0.007
C 0.12522 1.08384 4.81424 -0.002 0.003 0.009
N -0.94063 0.84974 4.06367 -0.060 0.007 -0.027
C 1.41395 0.49631 4.23913 0.037 -0.014 0.002
O 2.47344 0.73418 4.80869 -0.018 0.002 0.015
O 1.23680 -0.18597 3.17321 -0.031 0.031 -0.060
H -3.32932 2.41497 5.75894 -0.005 -0.004 -0.006
H -1.35540 2.87293 7.24762 -0.003 0.001 -0.001
H 0.90287 1.99969 6.57793 0.007 -0.005 -0.005
C 0.09796 1.66091 -1.23484 0.098 -0.094 -0.051
N 0.89560 0.75780 -2.05491 -0.078 0.074 0.078
C 2.14819 0.32681 -1.46052 0.037 0.043 0.000
P 1.90423 -0.88624 -0.06741 -0.049 -0.057 -0.025
C 3.67101 -1.02939 0.40547 -0.060 -0.019 -0.024
C 4.05559 -0.57417 1.66291 0.075 0.005 0.016
C 5.39467 -0.62443 2.03806 -0.021 0.002 0.017
C 6.34579 -1.13221 1.16817 -0.009 -0.014 -0.037
C 5.96267 -1.60053 -0.08530 0.035 0.010 0.036
C 4.63157 -1.55014 -0.46259 0.006 -0.005 -0.004
C 1.65528 -2.44924 -0.99437 -0.003 0.050 -0.002
C 1.55860 -2.55930 -2.37923 -0.008 -0.011 -0.020
C 1.28959 -3.78706 -2.97391 0.007 -0.002 0.008
C 1.11751 -4.91800 -2.19090 0.003 -0.006 0.002
C 1.20987 -4.81799 -0.80801 -0.004 0.022 -0.005
C 1.46842 -3.59309 -0.21697 0.000 -0.023 0.006
C 0.77228 0.88053 -3.44579 0.009 -0.003 0.009
C -0.50025 1.04662 -4.01414 0.029 -0.024 0.020
C -0.66004 1.14550 -5.38379 -0.028 0.004 0.003
C 0.43235 1.07228 -6.23785 -0.005 -0.002 -0.029
C 1.69156 0.90801 -5.68766 0.033 -0.003 0.011
C 1.86909 0.82067 -4.31344 -0.021 0.017 -0.003
P -1.09357 0.97995 0.04231 -0.049 -0.037 -0.063
C -1.96784 2.55559 0.32009 0.023 0.009 0.057
C -1.72870 3.23064 1.51325 0.008 0.002 -0.025
C -2.32194 4.45981 1.76145 -0.008 0.013 -0.007
C -3.16170 5.02460 0.81410 0.006 -0.003 0.017
C -3.40046 4.36271 -0.38298 -0.010 -0.004 -0.022
C -2.80392 3.13641 -0.63080 -0.006 0.014 -0.009
C -2.26260 -0.06373 -0.88795 0.020 0.013 0.004
C -1.76798 -1.06851 -1.71897 0.005 -0.002 0.004
C -2.62962 -1.96822 -2.32551 -0.026 0.009 0.011
C -3.99478 -1.88408 -2.09244 0.007 -0.010 -0.004
C -4.49069 -0.90689 -1.24075 0.005 0.001 -0.001
C -3.63152 -0.00499 -0.63176 -0.012 0.006 0.012
H -0.47291 2.32030 -1.88638 0.001 0.006 0.006
H 0.76773 2.30470 -0.64640 0.001 0.004 -0.019
H 2.71383 1.17394 -1.04520 -0.015 -0.005 -0.018
H 2.77790 -0.13973 -2.21284 0.023 0.003 0.018
H 3.30647 -0.21088 2.35675 -0.007 0.006 -0.002
H 5.68084 -0.27420 3.02171 -0.003 0.000 0.003
H 7.38627 -1.17668 1.46637 0.003 -0.001 -0.002
H 6.70255 -2.01230 -0.76098 -0.002 0.001 -0.004
H 4.33109 -1.93781 -1.43045 -0.003 0.002 0.003
H 1.67089 -1.69206 -3.01803 -0.011 0.005 -0.006
H 1.20931 -3.85190 -4.05236 -0.002 0.000 -0.002
H 0.89877 -5.87176 -2.65499 -0.002 -0.003 0.002
H 1.04996 -5.68456 -0.17965 0.004 -0.013 -0.012
H 1.49376 -3.52317 0.86357 -0.001 0.014 0.005
H -1.37309 1.05322 -3.37558 0.000 0.001 -0.004
H -1.65846 1.26124 -5.78734 -0.001 -0.001 0.001
H 0.30181 1.13933 -7.30977 -0.001 0.002 0.001
H 2.56256 0.85938 -6.32994 -0.002 0.000 -0.002
H 2.87446 0.73156 -3.92854 -0.002 -0.005 0.009
H -1.08314 2.78136 2.25883 -0.007 0.009 0.001
H -2.13947 4.96483 2.70128 -0.001 -0.001 0.001
H -3.63858 5.97663 1.01005 0.002 0.002 0.002
H -4.05952 4.79958 -1.12287 0.000 0.000 0.001
H -3.00622 2.61888 -1.56169 0.002 -0.007 0.002
H -0.70364 -1.16325 -1.88431 0.019 0.007 -0.005
H -2.22494 -2.74626 -2.96068 -0.002 -0.002 -0.002
H -4.66958 -2.59551 -2.55215 0.001 0.000 -0.003
H -5.55045 -0.85920 -1.02519 -0.002 -0.001 0.002
H -4.01894 0.71379 0.07777 -0.007 0.003 0.006
O -2.62033 -3.76538 2.05961 -0.057 -0.011 -0.006
Cl -1.34298 -3.22197 2.36511 0.073 0.017 -0.117
O -0.36016 -4.24968 2.50646 0.022 -0.016 0.015
O -1.39250 -2.38515 3.55174 0.045 0.026 0.050
O -0.91911 -2.30484 1.27292 -0.056 -0.048 0.035
```
Positions in Å, forces in eV/Å.

Atomic partial charges in e from the Löwdin method, atoms 1 to 8: 0.774, 0.030, -0.615, -0.124, -0.171, 0.007, -0.048, 0.006

Below is a cluster of 7 separate species, C39H32NO24P in total in a non-equilibrium geometry, with properties calculated with ωB97M-V with the def2-TZVPD basis set.

Total charge   0
SMILES   O=C1C=C(O)C(=O)C=C1O.O=C1C=C(O)C(=O)C=C1O.O=C1C=C(O)C(=O)C=C1O.O=C1C=C(O)C(=O)C=C1O.O=C1C=C(O)C(=O)C=C1O.O=C1C=C(O)C(=O)C=C1O.[H]/N=C(\C)CP
Highest occupied orbital energy   -8.8 eV

The geometry in XYZ format:
```
97
Properties=species:S:1:pos:R:3:forces:R:3
O 2.84843 3.18312 1.31645 0.589 -0.647 -0.386
C 3.31443 2.14993 0.84913 -0.922 0.443 0.375
C 2.48388 0.96609 0.57837 0.017 0.189 0.055
C 3.02567 -0.14902 0.08478 -1.247 -0.735 -0.147
O 2.25048 -1.26437 -0.17461 1.531 0.897 -0.194
C 4.48303 -0.23779 -0.20567 0.881 -0.163 -0.177
O 4.95509 -1.28241 -0.64164 -0.597 0.548 0.347
C 5.30957 0.95354 0.04222 -0.066 -0.447 -0.153
C 4.76736 2.06992 0.53257 1.474 1.283 0.160
O 5.53744 3.19453 0.76570 -1.689 -1.161 -0.063
H 1.42641 1.04369 0.79624 -0.011 -0.009 -0.019
H 2.87273 -1.93893 -0.52428 -0.173 0.224 0.105
H 6.36455 0.88084 -0.19025 -0.061 -0.005 0.020
H 4.91626 3.86697 1.12100 0.252 -0.267 -0.127
O -1.39927 1.12035 0.20005 -0.678 -0.087 -0.340
C -2.26717 0.70244 -0.55831 0.991 -0.278 0.175
C -2.02909 -0.41638 -1.48360 0.129 0.305 0.314
C -2.99056 -0.83620 -2.30819 0.794 -1.574 -1.036
O -2.77446 -1.88890 -3.17843 -1.042 1.523 0.982
C -4.33148 -0.18984 -2.32520 -1.021 0.374 -0.105
O -5.18910 -0.58590 -3.10736 0.759 0.124 0.266
C -4.57759 0.91297 -1.38333 -0.120 -0.340 -0.407
C -3.61733 1.33068 -0.55621 -0.857 1.592 1.188
O -3.84208 2.36494 0.33369 0.975 -1.820 -1.065
H -1.04909 -0.87561 -1.46230 -0.037 0.012 0.025
H -3.61870 -2.00044 -3.66764 0.357 0.036 0.158
H -5.56274 1.36207 -1.39394 0.071 -0.022 0.003
H -2.99600 2.48037 0.81856 -0.322 0.203 -0.248
O -10.45878 4.86723 -2.83696 0.110 -0.859 0.217
C -9.93638 3.75881 -2.79818 0.247 0.964 -0.422
C -8.64948 3.47398 -3.45191 -0.339 0.271 0.129
C -8.11607 2.25173 -3.40480 1.703 0.161 -1.043
O -6.90561 1.97778 -4.01469 -1.747 -0.300 1.098
C -8.80072 1.13597 -2.69596 -0.178 -1.124 0.405
O -8.29466 0.01885 -2.68558 -0.221 1.004 -0.132
C -10.07550 1.42624 -2.02175 0.254 -0.199 -0.083
C -10.60739 2.64930 -2.06580 -1.579 -0.168 0.997
O -11.80397 2.93034 -1.43229 1.593 0.389 -1.074
H -8.16373 4.29371 -3.96555 -0.037 -0.047 0.021
H -6.73507 1.02646 -3.84033 0.103 0.135 -0.048
H -10.55362 0.61002 -1.49496 0.032 0.047 -0.045
H -11.97740 3.88006 -1.61179 0.071 -0.383 0.059
O -0.47807 -4.61811 4.40307 0.580 0.570 -0.416
C 0.35691 -3.73478 4.24321 -0.534 -0.513 0.779
C 0.95438 -3.00538 5.37263 -0.227 -0.251 -0.148
C 1.84870 -2.03741 5.16316 0.458 0.610 1.754
O 2.41620 -1.34973 6.22016 -0.315 -0.453 -1.891
C 2.27058 -1.65902 3.78659 0.408 0.371 -0.814
O 3.08079 -0.75260 3.62494 -0.463 -0.521 0.381
C 1.69152 -2.40438 2.65831 0.288 0.233 0.217
C 0.79976 -3.37476 2.86775 -0.395 -0.574 -1.629
O 0.25311 -4.08151 1.81238 0.284 0.479 1.845
H 0.63700 -3.28917 6.36786 0.011 0.017 -0.059
H 3.02909 -0.70099 5.81028 -0.260 -0.261 0.171
H 2.02062 -2.13088 1.66372 -0.129 -0.057 0.212
H -0.36421 -4.72605 2.22198 0.236 0.259 -0.160
O -2.33375 4.59398 1.08480 0.238 0.384 0.728
C -2.46501 5.37368 2.02173 -0.615 -0.154 -0.683
C -3.67096 6.19876 2.19360 0.246 -0.315 -0.263
C -3.77512 7.05019 3.21577 -1.769 0.840 -0.214
O -4.90683 7.82664 3.38482 1.862 -0.739 0.410
C -2.67993 7.19888 4.21306 0.605 0.376 0.941
O -2.79700 8.00321 5.13149 -0.212 -0.527 -0.795
C -1.48426 6.35666 4.05519 -0.224 0.284 0.190
C -1.38137 5.50263 3.03501 1.763 -0.888 0.240
O -0.26169 4.70583 2.88154 -1.886 0.777 -0.434
H -4.45842 6.08221 1.46006 0.048 0.002 0.032
H -4.73955 8.35908 4.19292 -0.063 -0.205 -0.324
H -0.70327 6.46216 4.79765 -0.051 0.001 -0.055
H -0.42646 4.17787 2.07013 0.179 0.189 0.298
O 9.08572 -3.05926 -0.71250 -0.221 -0.790 0.373
C 8.39424 -3.92476 -0.18736 -0.144 0.943 -0.376
C 6.95817 -3.73392 0.06932 0.331 0.139 -0.129
C 6.23736 -4.69013 0.65816 -1.545 0.722 0.039
O 4.88670 -4.51847 0.89991 1.569 -0.911 0.043
C 6.85631 -5.97724 1.07815 0.062 -0.994 0.408
O 6.17198 -6.82991 1.63386 0.226 0.782 -0.413
C 8.28675 -6.17795 0.79988 -0.325 -0.114 0.136
C 9.00698 -5.22320 0.20790 1.752 -0.741 -0.136
O 10.35140 -5.40565 -0.05927 -1.719 0.958 0.039
H 6.52161 -2.79263 -0.23909 0.025 -0.051 0.014
H 4.59198 -5.34833 1.33463 0.132 0.321 -0.176
H 8.71984 -7.12556 1.09445 -0.034 0.063 -0.011
H 10.64735 -4.57349 -0.48847 -0.124 -0.329 0.180
H 4.14338 -4.03407 -5.49857 -0.950 0.456 0.546
N 3.12433 -4.00584 -5.27729 -1.823 2.845 3.925
C 2.83553 -3.17232 -4.22598 2.453 -2.045 -2.254
C 4.13628 -2.35479 -3.56889 -1.515 0.279 0.340
C 1.29338 -2.92438 -3.63019 1.934 0.093 -0.480
P 0.67844 -1.27216 -4.45938 -0.768 -0.836 -0.412
H 3.82451 -1.21415 -3.59641 0.916 -2.208 0.172
H 4.29150 -2.66897 -2.44278 -0.287 0.640 -2.344
H 5.13085 -2.52980 -4.17563 -2.245 0.285 1.159
H 0.55867 -3.77158 -3.96790 1.660 1.621 0.798
H 1.33326 -2.74735 -2.46747 -0.069 -0.645 -2.349
H 1.77160 -0.82738 -5.33046 -0.364 -0.103 1.415
H 0.49681 -0.34082 -3.35973 1.024 -0.404 -0.607
```
Positions in Å, forces in eV/Å.

Atomic partial charges in e from the Löwdin method, atoms 1 to 8: 0.113, -0.294, 0.088, -0.203, 0.033, -0.282, 0.066, 0.088

| no. | energy (eV) |
| --- | --- |
| 1 | -122742.293 |
| 2 | -100873.929 |